Record 1
45
Properties=species:S:1:pos:R:3:forces:R:3 method="wB97M-V/def2-TZVPD" smiles="O=C(O)c1ccc(/C=N/N2CCN(Cc3ccc(Cl)cc3)CC2)cc1" total_energy_ev=-41114.9084 spin_multiplicity=1 gap_ev=8.032
O -8.648 -0.945 -0.903 0.2 0.0 0.1
C -7.751 -1.284 -0.167 -0.7 -0.1 -0.3
O -7.915 -2.284 0.721 0.2 -0.2 0.3
C -6.410 -0.681 -0.136 0.4 0.2 0.0
C -6.129 0.369 -1.013 -0.3 -0.3 0.1
C -4.887 0.960 -1.012 0.3 0.0 0.2
C -3.887 0.521 -0.135 -0.8 -0.5 0.0
C -2.591 1.153 -0.147 0.8 0.6 -0.2
N -1.669 0.743 0.644 -0.6 -0.4 0.1
N -0.480 1.286 0.732 0.5 0.4 0.0
C 0.501 0.575 1.520 0.3 -0.2 0.1
C 1.755 0.340 0.685 0.0 -0.2 0.3
N 2.375 1.606 0.309 0.0 0.0 -0.1
C 3.171 1.470 -0.896 0.0 0.1 0.0
C 4.343 0.557 -0.650 0.0 -0.1 -0.1
C 5.134 0.746 0.478 0.0 -0.1 -0.1
C 6.219 -0.071 0.728 0.1 0.0 0.0
C 6.521 -1.089 -0.164 -0.2 0.1 -0.1
Cl 7.880 -2.116 0.138 0.2 -0.1 0.0
C 5.747 -1.293 -1.294 0.1 -0.1 0.1
C 4.660 -0.469 -1.528 0.0 0.1 0.1
C 1.432 2.711 0.300 -0.2 0.1 0.1
C 0.025 2.318 -0.153 -0.2 0.0 -0.1
C -4.178 -0.533 0.740 0.1 0.2 -0.1
C -5.419 -1.126 0.742 -0.2 0.0 -0.1
H -8.816 -2.632 0.646 0.1 0.2 -0.2
H -6.906 0.701 -1.684 -0.1 0.0 0.0
H -4.675 1.773 -1.692 0.0 0.1 -0.1
H -2.461 1.978 -0.851 0.1 0.0 0.1
H 0.755 1.145 2.421 0.0 -0.1 0.0
H 0.057 -0.374 1.822 0.1 0.1 0.0
H 1.476 -0.244 -0.208 0.0 0.0 0.0
H 2.482 -0.248 1.253 -0.1 -0.1 -0.1
H 2.582 1.089 -1.751 0.1 0.0 0.0
H 3.552 2.461 -1.162 -0.1 0.0 -0.1
H 4.882 1.540 1.164 0.0 0.1 0.1
H 6.830 0.076 1.604 0.1 0.0 0.1
H 5.991 -2.089 -1.980 0.0 -0.1 0.0
H 4.055 -0.631 -2.408 -0.1 0.0 -0.1
H 1.813 3.503 -0.347 0.0 0.0 0.1
H 1.371 3.116 1.316 -0.1 0.1 -0.1
H -0.636 3.191 -0.109 0.0 0.0 -0.1
H 0.043 1.956 -1.192 -0.1 0.1 0.0
H -3.404 -0.866 1.414 0.0 -0.1 0.1
H -5.639 -1.937 1.419 0.0 0.0 0.1

Record 2
56
Properties=species:S:1:pos:R:3:forces:R:3 method="wB97M-V/def2-TZVPD" total_energy_ev=-382186.9581 charge=-1 spin_multiplicity=3 gap_ev="5.394 / 5.321"
V 0.366 0.091 0.474 0.0 -0.2 1.3
Se -1.759 -0.308 1.649 -0.3 -0.2 0.1
Te -3.559 1.020 0.509 0.1 0.0 -0.1
Te -2.283 3.395 0.497 -0.2 0.0 -0.3
Se -0.134 2.454 -0.386 0.1 0.1 -0.3
Br 5.185 0.854 -4.259 0.1 0.0 -0.1
C 3.847 0.700 -2.947 -0.2 0.0 0.2
C 4.009 1.301 -1.709 -0.1 0.0 0.0
C 3.008 1.127 -0.768 0.2 0.0 -0.1
N 1.917 0.415 -1.027 -0.3 -0.4 0.0
C 1.740 -0.127 -2.231 -0.4 -0.4 -0.2
C 2.698 -0.023 -3.230 0.1 0.2 0.2
C 0.460 -0.897 -2.427 0.7 0.4 0.1
C 0.193 -1.537 -3.625 -0.5 -0.3 0.2
C -0.958 -2.314 -3.690 0.2 0.2 0.3
Br -1.365 -3.225 -5.286 0.0 -0.1 -0.1
C -1.778 -2.430 -2.583 0.1 0.1 0.0
C -1.438 -1.722 -1.436 -0.1 0.0 0.0
N -0.360 -0.950 -1.369 0.5 0.1 0.0
H 4.887 1.878 -1.463 0.1 0.0 0.0
H 3.057 1.539 0.236 0.1 0.0 -0.1
H 2.569 -0.489 -4.192 0.0 0.0 0.0
H 0.850 -1.461 -4.473 0.0 0.0 -0.1
H -2.665 -3.044 -2.587 0.0 0.0 -0.1
H -2.031 -1.756 -0.524 0.0 0.0 -0.2
F 1.510 6.476 3.925 0.0 0.0 0.0
C 1.538 5.187 3.569 0.0 -0.3 -0.1
C 2.746 4.550 3.326 -0.5 0.0 0.0
F 3.891 5.231 3.429 0.2 0.1 0.0
C 2.747 3.213 2.966 0.1 0.2 0.0
F 3.952 2.662 2.730 0.0 -0.1 0.0
C 1.587 2.459 2.827 0.4 -0.4 -0.3
S 1.714 0.739 2.407 -0.3 0.3 -0.3
C 0.398 3.132 3.062 0.4 0.6 0.2
F -0.755 2.522 2.965 -0.6 -0.7 0.3
C 0.361 4.468 3.429 0.4 0.1 0.0
F -0.805 5.070 3.667 -0.1 0.1 0.0
C 1.922 -4.897 -2.191 0.0 -0.1 -0.1
C 2.724 -3.871 -1.426 0.2 0.0 0.1
O 1.827 -3.080 -0.656 -0.2 -0.1 -0.2
P 2.113 -2.673 0.880 -0.4 0.0 0.3
O 0.884 -1.852 1.229 0.4 0.3 -0.5
Te 2.732 -4.513 2.219 -0.1 0.1 -0.2
O 3.308 -1.623 0.739 0.0 0.3 -0.2
C 4.709 -1.792 0.925 0.0 -0.2 0.0
C 5.208 -0.731 1.878 0.1 0.0 0.0
H 2.583 -5.577 -2.730 0.0 0.0 0.0
H 1.253 -4.425 -2.912 0.0 0.1 0.0
H 1.319 -5.481 -1.497 0.0 0.0 0.0
H 3.265 -3.195 -2.098 0.0 -0.1 0.0
H 3.453 -4.364 -0.769 -0.1 0.0 -0.1
H 5.172 -1.704 -0.064 0.1 0.0 0.1
H 4.905 -2.800 1.314 0.0 0.2 0.0
H 5.085 0.274 1.476 0.0 0.0 -0.1
H 6.266 -0.897 2.087 0.1 0.0 0.0
H 4.648 -0.777 2.810 0.0 0.0 0.0

Record 3
9
Properties=species:S:1:pos:R:3:forces:R:3 method="wB97M-V/def2-TZVPD" total_energy_ev=-20492.1814 charge=-1 spin_multiplicity=1 gap_ev="8.248 / 8.248"
N -1.431 0.159 0.451 3.0 -2.3 2.2
N 1.410 -1.043 -0.313 -0.7 2.3 1.2
O 2.464 -1.140 0.299 0.4 -0.3 -0.3
O -0.317 1.590 -1.393 0.4 -0.4 0.7
O 0.674 -2.003 -0.461 -0.4 -1.1 -0.3
O 0.442 1.957 1.071 1.0 -0.1 1.0
P -0.095 1.135 0.006 -1.7 -0.6 -2.1
H -2.009 0.237 -0.332 -1.1 -0.6 -1.5
H -1.138 -0.893 0.672 -0.9 3.0 -0.9

Record 4
80
Properties=species:S:1:pos:R:3:forces:R:3 method="wB97M-V/def2-TZVPD" total_energy_ev=-92125.9651 charge=+1 spin_multiplicity=6 gap_ev="7.609 / 6.000"
Fe 0.060 -0.327 -0.261 0.7 0.4 0.2
C 1.276 3.239 0.926 0.0 0.1 0.0
C 0.405 3.384 -0.328 0.0 -0.1 0.2
C 0.748 4.645 -1.112 0.0 0.1 0.1
P 0.498 1.815 -1.274 -0.2 0.2 -0.6
C -0.326 2.091 -2.895 -0.2 0.0 0.0
C -0.200 0.815 -3.728 0.0 0.0 0.0
C -1.784 2.521 -2.725 0.0 0.1 0.0
C 2.219 1.534 -1.700 0.0 0.0 -0.1
C 2.951 2.420 -2.494 0.0 0.0 0.1
C 4.309 2.248 -2.680 0.0 0.0 0.0
C 4.936 1.204 -2.010 0.0 0.0 0.1
C 4.216 0.295 -1.253 0.1 0.0 0.0
C 2.821 0.387 -1.148 0.1 -0.1 0.2
N 2.015 -0.543 -0.484 -0.3 -0.2 -0.2
C 2.548 -1.710 0.111 0.2 0.2 -0.1
C 3.538 -2.512 -0.474 -0.1 -0.1 -0.1
C 4.045 -3.612 0.195 0.0 0.0 0.0
C 3.576 -3.963 1.458 0.0 0.0 0.0
C 2.545 -3.228 2.012 0.0 0.0 0.0
C 2.024 -2.119 1.344 0.1 0.1 0.1
P 0.518 -1.289 1.905 -0.5 -0.8 0.3
C 0.837 -0.820 3.657 0.0 0.6 -0.1
C -0.333 -0.081 4.318 0.1 -0.1 -0.1
C 2.095 0.056 3.696 0.0 0.0 0.0
C -0.627 -2.762 1.932 -0.2 0.2 0.1
C -2.090 -2.384 2.190 0.1 0.0 0.0
C -0.516 -3.489 0.591 0.0 -0.1 0.0
H 1.093 4.067 1.613 0.0 0.0 0.0
H 2.334 3.245 0.659 0.0 0.0 0.0
H 1.071 2.306 1.458 0.0 0.0 0.0
H -0.642 3.438 -0.013 -0.1 0.0 0.0
H 1.813 4.691 -1.340 0.0 0.0 0.0
H 0.507 5.516 -0.498 0.0 0.0 0.0
H 0.185 4.734 -2.043 0.0 0.0 0.0
H 0.222 2.892 -3.396 0.0 0.0 -0.1
H -0.632 -0.046 -3.208 0.0 0.0 0.0
H 0.840 0.580 -3.955 0.0 0.0 0.0
H -0.742 0.921 -4.670 0.0 0.0 0.0
H -2.362 1.774 -2.173 0.0 0.0 0.0
H -2.256 2.644 -3.703 0.0 0.0 0.0
H -1.872 3.472 -2.195 0.0 0.0 0.0
H 2.455 3.258 -2.967 0.0 0.0 0.0
H 4.871 2.925 -3.309 0.0 0.0 0.0
H 6.010 1.090 -2.082 0.0 0.0 0.0
H 4.745 -0.490 -0.731 0.0 0.1 -0.1
H 3.891 -2.276 -1.470 0.0 0.0 0.1
H 4.815 -4.211 -0.278 0.0 0.0 0.0
H 3.992 -4.810 1.988 0.0 0.0 0.0
H 2.133 -3.530 2.970 0.0 0.0 0.0
H 1.025 -1.759 4.180 0.0 -0.1 0.1
H -0.707 0.726 3.681 0.0 0.0 0.0
H 0.004 0.369 5.254 0.0 0.0 0.0
H -1.162 -0.739 4.560 -0.1 -0.1 0.0
H 1.921 1.007 3.184 0.0 0.0 0.0
H 2.951 -0.429 3.228 0.0 0.0 0.0
H 2.354 0.279 4.732 0.0 0.0 0.0
H -0.284 -3.423 2.731 0.0 -0.1 0.0
H -2.467 -1.728 1.402 0.0 0.0 0.0
H -2.242 -1.878 3.139 0.0 0.0 0.1
H -2.712 -3.283 2.193 0.1 0.0 0.0
H -0.675 -2.807 -0.260 0.0 0.0 0.0
H -1.293 -4.252 0.511 0.0 0.0 0.0
H 0.454 -3.961 0.446 0.0 0.0 0.0
C -4.661 -2.269 -1.040 0.0 -0.3 -0.1
Si -4.417 -0.491 -0.578 0.1 0.0 0.0
C -5.064 -0.100 1.116 -0.1 0.1 0.3
C -5.218 0.601 -1.844 0.0 0.2 -0.2
C -2.567 -0.180 -0.562 0.1 -0.1 0.0
H -5.729 -2.496 -1.120 0.1 0.0 0.0
H -4.228 -2.948 -0.299 0.0 0.0 -0.1
H -4.202 -2.485 -2.011 -0.1 0.0 0.1
H -6.150 0.031 1.077 0.1 0.0 0.0
H -4.632 0.828 1.505 -0.1 -0.1 0.0
H -4.848 -0.901 1.829 0.0 0.1 0.0
H -6.284 0.358 -1.891 0.1 0.1 0.0
H -4.792 0.444 -2.839 -0.1 0.0 0.1
H -5.123 1.660 -1.591 0.0 -0.1 0.0
H -2.101 0.542 0.112 0.0 0.0 0.0
H -1.924 -0.721 -1.271 0.0 0.1 0.0

Record 5
11
Properties=species:S:1:pos:R:3:forces:R:3 method="wB97M-V/def2-TZVPD" total_energy_ev=-19035.3753 spin_multiplicity=1 gap_ev="7.854 / 6.478"
C -0.399 -1.276 0.081 -0.3 -0.6 -1.2
C 0.137 -0.159 0.761 0.0 0.8 2.1
C -0.345 0.238 -1.486 0.7 -0.6 1.6
N -0.680 -1.159 -1.168 0.8 1.8 -0.6
N 0.123 0.820 -0.225 2.3 -0.1 3.0
O 1.171 1.167 2.958 0.9 1.8 0.7
S 0.540 -0.108 2.701 -1.4 -1.5 -4.9
H -0.516 -2.242 0.396 -0.3 -2.2 1.7
H 0.247 0.499 -2.331 1.1 -0.6 -0.6
H -1.200 0.772 -1.660 -2.8 1.0 -0.7
H 0.923 1.449 -0.026 -1.0 0.1 -1.1

Record 6
29
Properties=species:S:1:pos:R:3:forces:R:3 method="wB97M-V/def2-TZVPD" total_energy_ev=-127722.2462 charge=-1 spin_multiplicity=1 gap_ev=5.762
Cl 4.338 0.411 3.382 0.5 0.2 -0.1
C 2.671 0.214 3.100 -1.2 0.2 0.0
C 1.840 1.269 2.970 1.1 -0.1 0.2
C 0.380 1.133 2.903 -1.2 0.0 -0.6
O -0.390 2.091 2.929 1.3 -1.0 0.3
C -0.115 -0.305 2.759 0.0 0.8 0.5
Cl -1.723 -0.556 3.339 -0.5 -0.2 0.6
C 0.745 -1.352 2.807 0.6 -0.3 0.1
C 2.179 -1.216 3.043 -0.7 -0.7 -0.3
O 2.917 -2.184 3.228 -0.3 1.0 -0.1
H 2.253 2.276 2.962 -0.2 -0.2 0.1
H 0.353 -2.360 2.703 0.2 0.1 0.2
Br -2.809 -0.546 0.215 -0.3 -0.4 0.0
C -1.211 0.278 0.723 1.5 0.6 -0.1
S 0.173 0.012 -0.274 -0.9 0.0 -0.5
C -0.382 -0.003 -1.988 0.0 0.1 0.0
C -0.877 -1.205 -2.492 -0.1 0.2 -0.1
C -1.515 -1.220 -3.728 0.2 0.1 -0.1
C -1.593 -0.049 -4.485 -0.1 0.0 0.1
C -1.091 1.152 -3.980 0.2 -0.1 0.1
C -0.471 1.178 -2.727 -0.3 -0.2 0.0
O 1.035 1.165 -0.119 0.3 -0.1 0.2
O 0.696 -1.322 -0.068 0.0 0.2 -0.2
H -1.328 1.299 1.095 -0.1 -0.3 -0.6
H -0.779 -2.108 -1.895 -0.1 0.2 -0.1
H -1.961 -2.150 -4.081 0.2 0.2 -0.1
H -2.062 -0.076 -5.470 0.0 0.1 0.3
H -1.198 2.075 -4.551 0.1 -0.3 0.1
H -0.077 2.101 -2.303 -0.1 -0.2 -0.1

Record 7
77
Properties=species:S:1:pos:R:3:forces:R:3 method="wB97M-V/def2-TZVPD" total_energy_ev=-53375.2958 charge=+1 spin_multiplicity=5 gap_ev="5.264 / 4.619"
Rh -0.360 2.162 -0.372 -2.2 -3.6 3.0
C 0.059 1.043 2.098 0.7 0.7 -0.9
C 1.135 1.569 1.327 0.2 0.7 0.5
C -0.509 3.217 1.493 0.7 0.0 0.3
C -0.971 2.015 2.144 0.4 0.8 -0.5
C 0.849 2.965 0.993 -0.3 0.1 0.9
C 0.053 -0.271 2.783 -0.5 -0.6 -0.1
H 1.006 -0.813 2.692 -0.4 0.2 0.0
H -0.761 -0.869 2.339 0.4 0.0 0.1
H -0.197 -0.201 3.854 0.1 0.3 -0.3
C -2.264 1.847 2.853 -0.5 -0.3 0.0
H -2.165 1.994 3.940 0.1 0.0 -0.3
H -2.640 0.825 2.693 0.0 0.3 0.1
H -3.010 2.557 2.479 0.1 -0.2 0.1
C -1.064 4.590 1.661 -0.4 0.2 0.0
H -0.324 5.270 2.115 -0.3 -0.3 -0.1
H -1.945 4.546 2.310 0.1 0.2 -0.1
H -1.365 4.998 0.688 0.0 0.1 0.3
C 1.843 4.049 0.750 0.3 0.1 0.1
H 2.110 4.544 1.694 0.0 -0.1 -0.1
H 1.463 4.826 0.080 0.0 -0.1 0.1
H 2.752 3.628 0.323 0.0 0.2 0.0
C 2.428 0.905 1.032 0.3 -0.4 -0.2
H 3.267 1.613 1.052 -0.2 -0.2 0.0
H 2.384 0.444 0.033 0.2 0.0 0.2
H 2.628 0.105 1.752 0.1 0.1 -0.1
C 0.208 -3.779 1.678 0.1 -0.6 0.1
C 1.507 -4.115 1.750 -0.8 0.0 0.7
C 2.517 -4.160 0.644 0.2 -0.5 -0.9
C 1.954 -4.790 -0.701 1.1 0.2 0.7
C 1.355 -3.835 -1.658 -0.3 -3.3 -1.3
C 1.180 -2.520 -1.350 0.2 4.7 1.3
C 0.476 -2.024 -0.094 -0.7 -0.2 -0.1
C -0.469 -3.068 0.541 -0.3 0.3 0.0
H 3.356 -4.800 0.953 -0.3 0.1 0.1
H 1.229 -5.584 -0.471 0.2 0.1 0.1
H 2.994 -3.181 0.456 -0.3 -0.2 -0.1
H -0.887 -3.735 -0.236 0.3 0.0 0.3
H -0.454 -4.022 2.525 0.6 0.2 -0.2
H 1.847 -4.441 2.737 0.0 -0.2 -0.3
H -1.352 -2.556 0.967 0.5 -0.2 -0.3
H 1.198 -1.713 0.669 0.2 -0.2 -0.1
H 1.930 -1.792 -1.757 0.0 -0.7 0.8
H -0.110 -1.103 -0.262 0.3 -0.3 -0.1
H 2.793 -5.269 -1.226 0.0 -0.2 0.2
H 1.123 -4.236 -2.656 -0.1 0.1 0.5
P 0.003 -0.659 -2.642 0.2 -1.0 -1.4
P 0.131 3.086 -2.131 1.4 1.7 -2.3
C 0.102 0.770 -3.805 -0.6 0.1 -0.5
C -0.731 1.965 -3.336 0.5 0.2 0.0
H -0.218 0.400 -4.793 -0.1 0.6 0.2
H 1.175 1.020 -3.897 -0.5 -0.2 0.0
H -1.037 2.587 -4.185 -0.1 -0.1 0.2
H -1.629 1.615 -2.792 0.0 0.2 -0.4
C -0.380 4.756 -2.667 0.0 0.2 0.0
H -0.275 5.503 -1.864 0.1 -0.3 -0.3
H -1.441 4.716 -2.953 0.3 0.0 0.1
H 0.219 5.067 -3.540 -0.3 -0.1 0.3
C 1.935 3.014 -2.474 -0.1 0.1 -0.2
H 2.089 3.305 -3.521 0.3 -0.2 0.2
H 2.316 2.005 -2.262 -0.2 0.2 -0.3
H 2.506 3.692 -1.824 -0.4 0.0 -0.3
C -1.743 -1.143 -2.303 -0.4 0.9 0.0
H -1.775 -2.217 -2.066 0.2 0.4 -0.1
H -2.325 -0.961 -3.212 -0.2 -0.1 0.2
H -2.163 -0.584 -1.458 -0.1 -0.2 -0.1
C 0.056 -1.906 -4.060 0.3 -0.1 0.0
H 0.998 -1.858 -4.619 -0.1 0.0 0.2
H -0.763 -1.683 -4.764 0.3 0.0 0.2
H -0.094 -2.933 -3.701 0.1 0.4 -0.1
C -3.939 -2.473 4.262 0.0 -0.3 1.2
C -2.678 -2.204 3.491 -2.4 1.9 -4.1
O -2.792 -1.680 2.330 1.0 -1.4 3.1
O -1.594 -2.498 4.078 0.6 -0.2 0.2
H -4.272 -1.522 4.695 0.2 -0.1 -0.1
H -3.740 -3.169 5.077 -0.2 0.0 0.1
H -4.738 -2.851 3.623 0.4 0.0 -0.2